Entry 1:
Below is C28H30F10N9PtS as an isolated structure, with properties calculated with ωB97M-V with the def2-TZVPD basis set.

CARTESIAN COORDINATES (ANGSTROEM)
Pt: -0.30 0.53 1.43
C: -3.00 0.65 2.66
N: -1.55 0.73 3.03
C: -1.26 -0.41 3.98
C: 0.15 -0.94 3.80
N: 0.32 -1.21 2.37
C: 1.47 -1.85 1.94
C: 1.50 -2.48 0.69
F: 0.42 -2.42 -0.11
C: 2.59 -3.16 0.21
F: 2.54 -3.73 -1.01
C: 3.74 -3.28 0.97
F: 4.79 -3.95 0.51
C: 3.76 -2.69 2.22
F: 4.85 -2.76 2.97
C: 2.66 -1.98 2.68
F: 2.79 -1.38 3.87
C: -1.39 2.13 3.57
C: -0.90 3.10 2.48
N: -1.01 2.51 1.13
C: -0.42 3.29 0.12
C: 0.53 4.32 0.26
F: 1.03 4.69 1.44
C: 1.03 5.04 -0.82
F: 1.93 5.99 -0.61
C: 0.63 4.75 -2.11
F: 1.14 5.41 -3.15
C: -0.30 3.75 -2.30
F: -0.72 3.43 -3.52
C: -0.80 3.07 -1.21
F: -1.73 2.13 -1.47
H: -3.58 0.85 3.56
H: -3.20 1.40 1.90
H: -3.24 -0.34 2.30
H: -1.47 -0.09 5.00
H: -1.95 -1.20 3.70
H: 0.86 -0.23 4.22
H: 0.26 -1.86 4.37
H: -2.37 2.43 3.94
H: -0.71 2.13 4.42
H: -1.48 4.03 2.53
H: 0.12 3.36 2.73
C: 2.41 1.49 -3.07
C: 2.43 0.17 -2.29
C: 1.95 -0.99 -3.16
C: 3.83 -0.11 -1.71
C: 1.52 0.30 -1.14
N: 0.83 0.39 -0.24
H: 3.11 1.41 -3.90
H: 2.72 2.33 -2.44
H: 1.42 1.70 -3.47
H: 2.64 -1.10 -3.99
H: 0.96 -0.79 -3.56
H: 1.93 -1.93 -2.60
H: 4.52 -0.23 -2.54
H: 3.84 -1.02 -1.12
H: 4.17 0.72 -1.08
C: -2.39 -4.00 -2.61
C: -3.05 -2.71 -3.08
C: -2.02 -1.73 -3.62
C: -3.93 -2.09 -2.00
N: -3.14 -1.65 -0.84
C: -2.46 -0.53 -0.65
N: -1.81 -0.65 0.49
N: -2.13 -1.86 1.00
N: -2.93 -2.46 0.21
H: -1.83 -4.46 -3.42
H: -3.13 -4.73 -2.26
H: -1.69 -3.82 -1.79
H: -3.75 -2.95 -3.89
H: -1.26 -1.51 -2.87
H: -2.48 -0.78 -3.93
H: -1.51 -2.15 -4.49
H: -4.66 -2.80 -1.61
H: -4.46 -1.21 -2.37
H: -2.45 0.31 -1.31
S: 1.77 1.45 2.11
C: 1.69 1.94 3.72
N: 1.65 2.28 4.82

DFT total energy (eV): -84180.75115
Frontier orbital gap (eV): 6.4
Charge: +1
LUMO (Eh): -0.1488
Highest occupied orbital energy (Ha): -0.384

Results of the Mulliken charge analysis, in e, for atoms 1 through 6:
1. Pt 2.845
2. C -1.377
3. N -0.102
4. C -0.905
5. C -1.192
6. N -0.350

=====

Entry 2:
Below is a 3-piece molecular cluster, C16H39BF9NO11P4S2 overall at a distorted geometry, with properties calculated with ωB97M-V with the def2-TZVPD basis set.

CARTESIAN COORDINATES (ANGSTROEM)
N: -5.50 5.01 -1.13
P: -5.68 3.35 -1.68
O: -4.15 2.71 -1.87
B: -6.60 2.41 -0.33
C: -7.86 3.01 0.46
C: -8.87 3.77 -0.47
C: -10.27 3.16 -0.51
F: -11.20 4.08 -0.83
F: -10.57 2.82 0.78
C: -10.42 1.84 -1.32
F: -9.39 1.02 -1.13
F: -11.48 1.19 -0.83
S: -10.71 2.01 -3.17
F: -9.25 1.40 -3.47
F: -11.26 0.50 -3.21
F: -12.17 2.57 -2.95
F: -10.05 3.46 -3.25
F: -10.98 2.08 -4.74
P: -5.98 0.63 0.04
O: -5.38 -0.05 -1.34
O: -7.21 -0.37 0.51
S: -4.63 0.64 1.42
H: -6.07 5.09 -0.29
H: -5.90 5.56 -1.88
H: -3.60 3.46 -2.13
H: -8.29 2.17 1.02
H: -7.45 3.73 1.19
H: -9.00 4.79 -0.07
H: -8.42 3.88 -1.46
H: -5.16 -0.98 -1.17
H: -7.26 -1.10 -0.13
C: -0.54 0.61 -3.00
C: -1.28 -0.44 -2.20
O: -0.38 -1.34 -1.55
P: 0.51 -0.80 -0.28
O: -0.52 -0.71 0.81
O: 1.19 -2.23 0.17
C: 1.06 -2.73 1.50
C: -0.07 -3.74 1.59
O: 1.81 -0.48 -1.26
C: 3.16 -0.70 -0.79
C: 3.71 -2.00 -1.34
H: 0.02 1.28 -2.35
H: -1.25 1.21 -3.58
H: 0.18 0.15 -3.68
H: -1.94 0.02 -1.46
H: -1.90 -1.05 -2.86
H: 0.93 -1.92 2.22
H: 2.01 -3.22 1.76
H: -0.99 -3.34 1.17
H: -0.25 -4.03 2.62
H: 0.18 -4.63 1.01
H: 3.20 -0.68 0.30
H: 3.76 0.13 -1.16
H: 3.16 -2.87 -0.98
H: 4.75 -2.12 -1.06
H: 3.63 -2.02 -2.43
C: 9.36 -3.34 -0.83
C: 8.21 -3.57 0.15
O: 8.38 -2.82 1.35
P: 8.19 -1.19 1.30
O: 6.70 -1.05 1.18
O: 8.31 -0.89 2.92
C: 7.28 -0.19 3.62
C: 6.34 -1.16 4.31
O: 9.82 -0.96 1.13
C: 10.48 0.16 1.77
C: 11.19 -0.29 3.03
H: 9.35 -2.32 -1.20
H: 9.27 -4.02 -1.68
H: 10.32 -3.51 -0.34
H: 7.25 -3.33 -0.31
H: 8.19 -4.62 0.44
H: 6.74 0.49 2.96
H: 7.77 0.44 4.37
H: 5.97 -1.92 3.62
H: 5.49 -0.64 4.75
H: 6.87 -1.69 5.11
H: 9.77 0.96 1.97
H: 11.22 0.54 1.06
H: 10.50 -0.65 3.79
H: 11.76 0.54 3.46
H: 11.88 -1.11 2.81

DFT total energy (eV): -125197.97836
Frontier orbital gap (eV): 7.6
Charge: 0
LUMO (Eh): -0.0325
Highest occupied orbital energy (Ha): -0.313

Results of the Mulliken charge analysis, in e, for atoms 1 through 6:
1. N -0.664
2. P 0.142
3. O -0.295
4. B -0.046
5. C -0.741
6. C -0.624

=====

Entry 3:
Below is one molecule with the formula C5H11NO at a distorted geometry, with properties calculated with ωB97M-V with the def2-TZVPD basis set.

CARTESIAN COORDINATES (ANGSTROEM)
N: -2.14 -1.12 -0.15
C: -1.63 0.31 -0.12
C: -0.44 0.35 0.99
C: 0.85 -0.54 0.84
C: 1.30 -0.31 -0.62
C: 1.84 1.06 -0.80
O: 2.83 1.40 -0.09
H: -1.48 -1.54 -0.79
H: -3.15 -1.07 -0.54
H: -1.03 0.46 -1.09
H: -2.44 1.05 0.05
H: -0.07 1.37 0.96
H: -0.91 0.04 1.98
H: 1.75 -0.16 1.53
H: 0.59 -1.59 1.07
H: 0.78 -0.64 -1.49
H: 2.21 -0.97 -0.62
H: 1.15 1.90 -1.09

DFT total energy (eV): -8898.72733
Frontier orbital gap (eV): 10.0
Charge: 0
LUMO (Eh): 0.0193
Highest occupied orbital energy (Ha): -0.348

Results of the natural (NBO) charge analysis, in e, for atoms 1 through 6:
1. N -0.851
2. C -0.220
3. C -0.419
4. C -0.382
5. C -0.553
6. C 0.405

=====

Entry 4:
Below is C3H5NO as an isolated structure at a distorted geometry, with properties calculated with ωB97M-V with the def2-TZVPD basis set.

CARTESIAN COORDINATES (ANGSTROEM)
O: -0.95 -0.01 -0.75
C: 0.26 0.76 -0.84
C: 0.88 0.04 0.37
C: -0.52 -0.42 0.61
N: -1.19 -1.15 1.38
H: -1.99 -1.44 0.38
H: 0.71 0.65 -1.82
H: 0.00 1.81 -0.66
H: 1.30 0.62 1.18
H: 1.51 -0.86 0.17

DFT total energy (eV): -6726.92293
Frontier orbital gap (eV): 10.9
Charge: 0
LUMO (Eh): 0.0311
Highest occupied orbital energy (Ha): -0.371

Results of the natural (NBO) charge analysis, in e, for atoms 1 through 6:
1. O -0.547
2. C -0.067
3. C -0.514
4. C 0.515
5. N -0.595
6. H 0.359

=====

Entry 5:
Below is one molecule with the formula H3PS at a distorted geometry, with properties calculated with ωB97M-V with the def2-TZVPD basis set.

CARTESIAN COORDINATES (ANGSTROEM)
P: 0.32 0.06 0.57
S: 1.31 0.25 2.60
H: 0.44 -1.16 -0.03
H: -0.97 0.34 0.88
H: 0.28 0.89 -0.50

DFT total energy (eV): -20170.90919
Frontier orbital gap (eV): 8.3
Charge: 0
LUMO (Eh): -0.0080
Highest occupied orbital energy (Ha): -0.315

In the natural (NBO) picture, each atom carries the following charge in e:
1. P 0.571
2. S -0.568
3. H 0.007
4. H 0.004
5. H -0.014

=====

Entry 6:
Below is C31H28FN2O5PdS2 as an isolated structure at a distorted geometry, with properties calculated with ωB97M-V with the def2-TZVPD basis set.

CARTESIAN COORDINATES (ANGSTROEM)
Pd: -2.05 1.77 -0.62
C: 2.86 -0.70 3.78
C: 3.60 0.20 2.79
C: 4.83 -0.51 2.24
C: 5.58 0.38 1.28
C: 4.66 0.81 0.17
C: 5.14 1.09 -1.09
C: 4.26 1.50 -2.09
F: 4.78 1.75 -3.32
C: 2.93 1.64 -1.87
C: 2.42 1.36 -0.60
C: 0.98 1.57 -0.37
O: 0.26 1.95 -1.31
C: 0.52 1.28 0.96
C: 1.41 0.82 1.87
N: 2.74 0.61 1.66
C: 3.27 0.93 0.42
C: -0.93 1.42 1.45
O: -1.51 0.35 1.72
O: -1.32 2.60 1.73
H: 3.60 -1.17 4.43
H: 2.32 -1.48 3.25
H: 2.16 -0.15 4.41
H: 3.94 1.11 3.31
H: 4.50 -1.42 1.73
H: 5.46 -0.81 3.08
H: 6.45 -0.12 0.86
H: 5.94 1.27 1.82
H: 6.19 1.01 -1.31
H: 2.24 1.96 -2.65
H: 1.04 0.56 2.85
O: -0.75 4.71 -0.24
H: -0.94 4.14 0.53
H: -0.57 4.06 -0.92
O: -1.64 -0.43 -2.07
S: -2.16 -1.14 -0.85
C: -2.94 -2.64 -1.49
C: -3.71 -3.43 -0.66
C: -4.32 -4.57 -1.17
C: -4.18 -4.89 -2.52
C: -3.44 -4.06 -3.35
C: -2.82 -2.92 -2.84
C: -0.67 -1.95 -0.19
C: -0.71 -2.69 0.98
C: 0.47 -3.23 1.48
C: 1.68 -3.01 0.82
C: 1.70 -2.23 -0.33
C: 0.52 -1.69 -0.84
H: -3.85 -3.15 0.38
H: -4.91 -5.20 -0.52
H: -4.66 -5.77 -2.91
H: -3.36 -4.29 -4.41
H: -2.25 -2.24 -3.47
H: -1.64 -2.82 1.51
H: 0.44 -3.82 2.38
H: 2.59 -3.43 1.21
H: 2.65 -2.02 -0.82
H: 0.51 -1.07 -1.72
S: -5.08 0.30 -0.57
C: -4.22 1.80 -0.64
N: -4.29 2.65 0.47
C: -4.25 3.99 0.41
C: -3.98 4.62 -0.77
C: -3.71 3.83 -1.90
C: -3.81 2.45 -1.86
H: -4.46 2.18 1.35
H: -4.38 4.51 1.35
H: -3.91 5.70 -0.80
H: -3.45 4.31 -2.83
H: -3.79 1.85 -2.76

DFT total energy (eV): -73688.83336
Frontier orbital gap (eV): 6.0
Charge: -1
LUMO (Eh): 0.0826
Highest occupied orbital energy (Ha): -0.138

Results of the natural (NBO) charge analysis, in e, for atoms 1 through 6:
1. Pd 0.343
2. C -0.623
3. C -0.020
4. C -0.397
5. C -0.418
6. C -0.027

=====

Entry 7:
Below is an isolated ion of composition CH5F3OP and charge -1 at a distorted geometry, with properties calculated with ωB97M-V with the def2-TZVPD basis set.

CARTESIAN COORDINATES (ANGSTROEM)
O: 1.11 1.40 -0.02
P: 0.74 -0.30 0.01
C: -1.17 -0.01 0.02
F: -1.79 -1.18 0.51
F: -1.63 0.99 0.88
F: -1.75 0.17 -1.25
H: 0.38 1.93 -0.36
H: 0.77 -0.39 -1.44
H: 2.17 -0.60 0.10
H: 0.69 -0.27 1.47
H: 0.48 -1.73 0.09

DFT total energy (eV): -20606.09470
Frontier orbital gap (eV): 8.2
Charge: -1
LUMO (Eh): 0.1607
Highest occupied orbital energy (Ha): -0.140

Results of the natural (NBO) charge analysis, in e, for atoms 1 through 6:
1. O -1.057
2. P 0.754
3. C 0.681
4. F -0.391
5. F -0.378
6. F -0.390

=====

Entry 8:
Below is one molecule with the formula C2H5NO, with properties calculated with ωB97M-V with the def2-TZVPD basis set.

CARTESIAN COORDINATES (ANGSTROEM)
C: -1.39 0.18 0.65
N: -0.12 -0.04 -0.57
C: 1.23 -0.27 -0.16
O: 1.53 -1.16 0.59
H: -0.78 -0.11 1.52
H: -1.42 1.29 0.67
H: -0.63 -0.89 -0.80
H: -0.20 0.64 -1.31
H: 1.96 0.43 -0.60

DFT total energy (eV): -5688.75586
Frontier orbital gap (eV): 8.1
Charge: 0
LUMO (Eh): 0.0126
Highest occupied orbital energy (Ha): -0.283

Results of the natural (NBO) charge analysis, in e, for atoms 1 through 6:
1. C -0.629
2. N -0.704
3. C 0.549
4. O -0.486
5. H 0.140
6. H 0.128

=====

Entry 9:
Below is one molecule with the formula C3H5FS at a distorted geometry, with properties calculated with ωB97M-V with the def2-TZVPD basis set.

CARTESIAN COORDINATES (ANGSTROEM)
C: -0.31 1.60 -0.94
C: -0.04 0.34 -0.51
F: 0.38 -0.66 -1.33
C: 0.03 -0.36 0.83
S: -0.48 -2.12 0.78
H: -0.06 1.84 -1.95
H: -0.51 2.37 -0.15
H: -0.66 0.09 1.65
H: 1.10 -0.38 1.21
H: 0.56 -2.72 0.40

DFT total energy (eV): -16743.28906
Frontier orbital gap (eV): 10.2
Charge: 0
LUMO (Eh): 0.0328
Highest occupied orbital energy (Ha): -0.341

Results of the natural (NBO) charge analysis, in e, for atoms 1 through 6:
1. C -0.508
2. C 0.404
3. F -0.351
4. C -0.602
5. S 0.001
6. H 0.229

=====

Entry 10:
Below is C20H28ClEuF5N2O3Te as an isolated structure at a distorted geometry, with properties calculated with ωB97M-V with the def2-TZVPD basis set.

CARTESIAN COORDINATES (ANGSTROEM)
Eu: 0.70 -2.01 0.50
Cl: 1.65 -4.26 -0.52
N: 0.45 -0.68 -2.16
N: -0.50 -0.62 2.53
C: 1.63 -0.32 -2.55
C: 0.23 0.27 3.13
C: -0.52 -0.09 -3.13
C: 0.38 0.31 -4.30
C: -1.20 1.11 -2.48
C: -1.56 -1.09 -3.58
H: -0.46 1.85 -2.15
H: -1.78 0.79 -1.61
H: -1.87 1.59 -3.20
H: -1.07 -2.00 -3.94
H: -2.13 -0.64 -4.41
H: -2.25 -1.36 -2.78
C: -1.93 -0.29 2.80
C: -1.83 0.86 3.80
C: -2.63 -1.49 3.42
C: -2.62 0.12 1.52
H: -2.23 1.10 1.19
H: -3.70 0.20 1.69
H: -2.43 -0.62 0.73
H: -2.08 -1.82 4.31
H: -2.73 -2.31 2.70
H: -3.64 -1.18 3.73
O: -0.41 1.18 3.87
H: -2.15 0.58 4.81
H: -2.34 1.78 3.48
O: 1.73 0.26 -3.76
H: 0.22 1.32 -4.69
H: 0.34 -0.43 -5.12
C: 2.86 -0.39 -1.72
C: 1.71 0.40 3.00
C: 1.98 1.01 1.66
H: 2.13 -0.61 3.06
H: 2.08 0.99 3.85
C: 1.99 0.21 0.54
C: 2.61 0.60 -0.62
H: 0.08 -4.41 0.67
C: 2.89 1.99 -0.81
C: 2.59 2.87 0.23
C: 3.44 2.48 -2.10
C: 2.16 2.41 1.48
H: 2.76 3.93 0.08
C: 1.92 3.35 2.61
H: 1.86 4.38 2.25
H: 2.73 3.31 3.35
H: 0.99 3.11 3.14
H: 4.30 1.89 -2.45
H: 3.77 3.52 -1.99
H: 2.69 2.46 -2.90
H: 3.74 -0.17 -2.33
H: 2.93 -1.42 -1.33
F: -0.39 -4.19 1.51
Te: -2.61 -3.57 -0.60
F: -3.85 -3.06 0.85
F: -1.63 -3.89 -2.28
F: -3.95 -4.91 -1.18
F: -3.65 -2.32 -1.61
O: -1.43 -2.10 -0.19

⟨S²⟩: 12.02
DFT total energy (eV): -83054.99883
Spin multiplicity: 7
Frontier orbital gap (spin up / spin down) (eV): 6.1 / 6.8
Charge: -1
LUMO (spin up / spin down) (Eh): 0.0530 / 0.0778
Highest occupied orbital energy (spin up / spin down) (Ha): -0.171 / -0.172

Results of the Mulliken charge analysis, in e, for atoms 1 through 6:
1. Eu 1.118
2. Cl -0.582
3. N 0.344
4. N -0.139
5. C 0.360
6. C 0.543

=====

Entry 11:
Below is C3H2FO3 as an isolated structure at a distorted geometry, with properties calculated with ωB97M-V with the def2-TZVPD basis set.

CARTESIAN COORDINATES (ANGSTROEM)
C: 0.69 -1.65 -0.02
C: -0.61 1.30 -0.44
C: 0.09 -0.36 0.24
O: 1.58 -0.71 0.03
O: 0.44 -2.83 -0.09
O: -0.38 1.57 -1.64
F: -0.14 -0.16 1.65
H: -1.67 1.10 -0.15
H: 0.00 1.73 0.42

DFT total energy (eV): -12001.46221
Frontier orbital gap (eV): 7.9
Charge: -1
LUMO (Eh): 0.1511
Highest occupied orbital energy (Ha): -0.140

Results of the natural (NBO) charge analysis, in e, for atoms 1 through 6:
1. C 0.713
2. C 0.110
3. C 0.299
4. O -0.500
5. O -0.611
6. O -0.786

=====

Entry 12:
Below is one molecule with the formula C7H10O at a distorted geometry, with properties calculated with ωB97M-V with the def2-TZVPD basis set.

CARTESIAN COORDINATES (ANGSTROEM)
C: -1.28 -1.47 -1.19
C: -0.95 -0.98 0.01
C: -0.89 -1.90 1.21
C: -0.69 0.44 0.29
C: 0.53 0.79 0.81
O: 1.30 0.31 1.61
C: 0.60 1.16 -0.60
C: 1.86 1.98 -0.62
H: -1.48 -2.53 -1.34
H: -1.35 -0.83 -2.07
H: 0.15 -2.10 1.49
H: -1.38 -2.87 1.02
H: -1.40 -1.45 2.07
H: -1.55 1.07 0.49
H: -0.04 1.80 -1.22
H: 1.76 2.89 -0.02
H: 2.73 1.41 -0.28
H: 2.08 2.29 -1.65

DFT total energy (eV): -9462.72984
Frontier orbital gap (eV): 8.2
Charge: 0
LUMO (Eh): 0.0040
Highest occupied orbital energy (Ha): -0.297

Results of the natural (NBO) charge analysis, in e, for atoms 1 through 6:
1. C -0.367
2. C -0.024
3. C -0.639
4. C -0.097
5. C 0.507
6. O -0.555